{"formula": "C34H38AuN4S2Si", "method": "ωB97M-V/def2-TZVPD", "species": ["C", "H", "H", "C", "N", "C", "C", "H", "H", "H", "C", "C", "C", "C", "H", "C", "C", "H", "Si", "H", "C", "H", "H", "C", "H", "H", "S", "C", "H", "C", "H", "C", "C", "C", "N", "C", "C", "C", "H", "H", "H", "C", "S", "H", "H", "C", "H", "H", "H", "C", "C", "C", "H", "H", "N", "H", "C", "H", "H", "H", "C", "H", "H", "C", "C", "H", "H", "Au", "H", "H", "C", "C", "C", "H", "H", "H", "H", "C", "C", "N"], "xyz": [[-2.098884, -0.280971, 2.941632], [5.412930, 2.013710, 1.648326], [-2.667725, -0.209938, 6.273530], [2.010010, -0.072199, -0.146635], [-0.103777, 2.068593, 0.178345], [4.256562, 2.066026, -0.164675], [-0.745093, -0.339843, 5.322407], [-5.286422, -0.542372, -0.801413], [-3.892685, -0.161825, 4.117893], [2.081723, 0.023221, -1.238635], [-2.812478, -0.223678, 4.136479], [-0.957936, 2.446591, -0.988455], [3.456940, -2.147078, -3.656572], [5.509668, 2.712382, -2.144540], [-0.433457, 2.123862, -1.889316], [2.707557, 2.361849, 4.665058], [-1.986639, 4.358140, 0.248517], [3.994075, -2.957298, -3.161342], [2.640122, 1.492806, 0.588573], [-0.210642, 4.644883, 1.428605], [-4.385987, -0.454252, -0.214275], [3.812757, -1.204429, -3.234644], [-2.938516, 3.822801, 0.330947], [1.989758, -2.281602, -3.436301], [3.871979, -0.487346, 2.343710], [-2.215505, 5.423983, 0.229558], [-0.122294, -2.451424, -0.107836], [-1.278461, 3.934521, -1.033166], [-1.882993, 1.876551, -0.909972], [-2.127455, -0.252784, 5.336852], [1.314799, -2.302324, -5.458835], [2.450575, 2.429947, 3.301957], [6.664929, 2.834280, -1.382646], [6.622291, 2.578241, -0.021033], [-0.682599, -2.487077, -2.749905], [-2.144621, -0.285740, 0.398580], [-2.763567, -0.298762, 1.628813], [-1.106923, 4.018664, 1.445784], [5.536323, 2.920523, -3.206699], [7.593907, 3.133006, -1.850442], [-0.361907, 4.518069, -1.160246], [-3.099045, -0.395120, -0.654169], [-4.478829, -0.407543, 1.485418], [1.300593, 3.628218, 0.557728], [-0.168272, -0.380947, 6.235373], [3.390917, 1.273153, 5.187284], [2.382058, 3.161461, 5.317907], [-2.030898, -3.444129, -4.785635], [-2.840005, -0.445554, -1.703457], [-0.306989, -2.472919, -4.034028], [5.428437, 2.200728, 0.580763], [4.323567, 2.330227, -1.538072], [2.560909, -0.963215, 0.166604], [1.935357, 3.302464, 2.913476], [-0.757576, -0.330133, 2.931995], [2.214348, -2.303440, -1.393247], [-0.108379, -0.369696, 4.094139], [-1.016314, -2.705333, -6.051428], [1.435584, 2.892465, -1.013428], [-1.618493, 4.235256, 2.385243], [-0.746953, 2.537358, 1.447696], [7.519339, 2.677632, 0.576325], [-0.071684, 2.288419, 2.264880], [3.815721, 0.253859, 4.345224], [1.032106, -2.341374, -4.417672], [3.431466, 2.240128, -2.152455], [3.689778, -2.169006, -4.717242], [-0.078107, -0.147095, 0.220838], [4.360315, -0.591070, 4.746887], [0.969919, -0.419471, 4.035197], [2.847376, 1.406967, 2.439602], [-1.399750, -2.593366, -5.040526], [1.265251, 2.667809, 0.042092], [-1.656952, 1.954873, 1.571373], [-2.030609, -1.703966, -4.992288], [-1.901135, 4.122821, -1.909387], [3.603362, 1.224688, 6.247516], [0.241643, -2.405135, -1.814733], [3.540102, 0.321626, 2.987170], [1.554502, -2.343253, -2.163245]], "forces_ev_per_a": [[0.12, -0.01, -0.02], [-0.01, 0.00, 0.00], [-0.01, -0.01, 0.00], [-0.10, -0.08, -0.02], [-0.04, -0.34, 0.18], [-0.03, 0.06, -0.10], [0.04, 0.00, 0.02], [0.01, 0.01, -0.01], [0.00, -0.01, 0.04], [0.12, 0.01, -0.01], [-0.07, -0.01, 0.01], [-0.05, 0.08, -0.02], [0.00, -0.01, -0.01], [0.01, 0.00, 0.00], [-0.01, -0.03, 0.00], [-0.01, -0.01, -0.01], [0.00, 0.02, 0.00], [-0.01, -0.01, -0.01], [0.08, 0.06, 0.03], [-0.02, 0.02, 0.04], [-0.07, -0.03, 0.00], [0.00, 0.01, 0.00], [0.00, 0.01, 0.00], [-0.01, 0.02, 0.00], [0.01, 0.01, 0.01], [-0.01, 0.00, 0.00], [-0.10, -0.16, 0.11], [0.05, -0.01, 0.03], [-0.02, 0.01, 0.01], [-0.05, 0.01, 0.01], [0.00, -0.02, 0.00], [-0.03, -0.02, 0.03], [-0.01, 0.00, 0.00], [0.00, 0.00, 0.00], [0.03, 0.03, 0.06], [-0.11, 0.09, 0.49], [0.26, -0.01, -0.17], [0.04, -0.02, -0.05], [0.00, 0.00, 0.00], [0.00, 0.00, 0.00], [-0.02, 0.01, -0.04], [0.15, 0.03, -0.06], [-0.06, -0.01, 0.02], [-0.02, 0.02, -0.07], [0.00, 0.01, 0.01], [0.01, 0.01, 0.01], [0.01, 0.00, 0.00], [0.00, 0.00, 0.00], [0.01, 0.01, -0.01], [-0.02, 0.00, -0.04], [0.00, 0.02, 0.03], [0.00, -0.03, 0.00], [-0.07, -0.02, 0.06], [0.00, 0.00, 0.00], [-0.03, -0.07, -0.10], [-0.02, 0.06, -0.03], [-0.10, 0.08, -0.08], [0.00, 0.00, 0.00], [0.02, -0.03, -0.01], [0.00, -0.02, 0.00], [0.00, 0.09, 0.03], [0.00, 0.00, 0.00], [-0.01, -0.06, -0.01], [-0.03, -0.01, 0.00], [0.00, 0.00, 0.03], [0.00, 0.00, 0.00], [0.00, 0.00, 0.00], [0.01, 0.36, -0.45], [-0.01, 0.00, 0.00], [0.14, 0.02, -0.03], [0.03, -0.02, 0.04], [0.01, 0.01, 0.00], [-0.01, 0.07, 0.10], [-0.01, -0.02, -0.01], [0.00, 0.00, 0.01], [0.00, -0.01, 0.00], [-0.01, 0.00, 0.00], [0.06, -0.06, -0.06], [-0.09, -0.04, 0.01], [0.02, -0.09, 0.01]], "fmax_ev_per_a": 0.58, "charge": 1, "e_above_lowest_ev": 0.097}


{"formula": "C34H38B4N2O34V", "method": "ωB97M-V/def2-TZVPD", "species": ["H", "H", "O", "H", "C", "C", "N", "O", "O", "H", "C", "H", "O", "H", "V", "C", "H", "H", "H", "C", "H", "B", "O", "H", "H", "H", "C", "O", "O", "H", "H", "C", "C", "O", "O", "C", "C", "O", "H", "O", "C", "O", "C", "H", "O", "C", "O", "H", "N", "O", "B", "C", "H", "C", "C", "O", "O", "H", "H", "H", "O", "C", "C", "C", "C", "H", "C", "C", "O", "H", "O", "C", "O", "H", "H", "H", "O", "H", "H", "O", "O", "O", "H", "C", "O", "O", "H", "O", "C", "C", "C", "H", "B", "O", "H", "O", "H", "O", "C", "O", "H", "C", "O", "H", "H", "O", "C", "C", "B", "C", "C", "C", "H"], "xyz": [[0.587379, -0.111512, -6.452971], [0.393992, 1.715057, 1.329531], [5.051689, -0.293558, -2.712175], [0.613265, 6.003219, 1.899402], [-1.009792, 5.281076, 0.559353], [1.416230, 5.277663, 0.045299], [0.182897, 3.187630, 0.164770], [1.442583, 1.611804, 5.105659], [0.881052, 0.530356, 2.981951], [2.367956, 5.722358, 0.352646], [-2.222878, 3.148744, 0.074008], [1.494895, 3.684922, 2.547215], [0.584692, 2.744216, 6.848132], [-2.116635, 3.850250, 2.630220], [0.238452, -0.565163, -0.774158], [-5.026361, -0.423584, 4.785808], [-0.666422, -4.030890, -4.951056], [-0.851326, -1.050920, -6.219337], [-3.014451, -1.454210, -4.263247], [-1.486954, 1.038219, -2.530395], [-1.800907, -2.727858, -5.271866], [1.153791, 0.334597, 4.440647], [3.213968, -1.223469, -1.589488], [3.002756, 4.241652, 1.851111], [0.320611, -3.608376, -2.141823], [-1.176460, 2.378832, 2.482554], [1.552125, -4.565076, 1.213519], [1.741930, 0.416146, -2.053658], [5.829049, -4.695633, -2.256430], [-1.283475, 5.542408, -0.469023], [2.843671, 2.212869, -0.439737], [-1.202217, -3.201287, -4.495597], [1.665270, -0.245514, 2.285795], [3.446429, -1.752340, 2.933867], [-1.687275, -5.349641, 5.324281], [-1.419527, -5.396116, 4.161561], [2.484730, 3.206176, -0.711005], [-4.652697, 1.222116, 3.187539], [-0.969635, 1.307230, -5.173971], [-1.464691, -6.089977, 1.947384], [-1.031780, 3.788530, 0.779359], [-0.043995, -0.176807, 5.085495], [0.599438, 1.807951, 6.101019], [2.541501, 2.515234, 1.826303], [-4.829660, -0.513620, 1.490405], [5.907895, -2.870820, -0.613769], [4.756131, -2.750075, -2.633494], [1.038899, -4.084435, -3.655773], [-0.649803, -1.260486, -2.890051], [0.904966, -5.393614, 2.000843], [-4.121014, -0.061302, 2.714027], [-3.987819, -0.851488, 0.559390], [0.375036, 0.943899, -4.216664], [-1.954347, -6.424765, 3.133116], [0.717348, -1.655922, -4.943063], [5.536616, -1.595466, -0.749628], [-1.623639, -0.310184, 0.316045], [-2.183877, -2.351220, -2.281003], [1.986731, 3.113958, -1.675774], [0.256790, 7.007437, 0.558616], [-4.210773, -1.344274, -0.516585], [-0.501246, 0.459684, -4.665490], [0.311428, 5.952248, 0.849492], [0.501648, -3.594013, 0.624728], [2.852032, -0.103312, -2.099248], [-2.277669, 2.067727, 0.130513], [1.519727, 3.764057, 0.336440], [2.182343, 3.539682, 1.711513], [-2.733405, -7.304227, 3.357921], [1.050165, -2.451766, -5.606288], [1.652566, -0.340939, 1.080157], [-1.161843, 3.450029, 2.281045], [6.395377, -3.386697, 0.340821], [-3.494758, -0.144557, -3.225750], [-3.129003, 3.588210, 0.504889], [-2.106711, 0.732416, -1.685089], [-4.349943, -1.008334, 3.798721], [-0.386456, 3.942757, 2.865915], [-1.883867, -3.641346, -3.760778], [0.231070, 1.780768, 0.373336], [-1.305912, 0.398898, 6.856210], [4.001447, 1.579564, -3.421204], [1.762709, -2.775388, -2.816261], [-5.196085, 1.056306, 4.393041], [-2.685816, 0.044429, 2.250602], [2.332293, -0.537729, 4.488717], [-0.541420, 1.370778, -2.085869], [-5.324716, -0.921199, 5.827812], [-2.802712, -0.411300, -4.024485], [-0.036832, -0.556449, -5.674246], [-0.146559, -2.293239, -3.829655], [-1.930399, 1.921073, -2.987646], [-0.520335, -4.965931, 2.103065], [-5.753205, 1.895725, 5.034920], [1.574263, -1.202089, -4.435048], [0.751963, -2.646323, -0.082317], [1.361805, 5.437569, -1.033774], [2.718917, -4.475225, 0.978171], [-1.368243, -0.111921, -3.532535], [-0.785477, -4.463777, 3.456881], [-3.007287, 0.154468, -4.931283], [-0.389490, 0.594545, 6.123068], [-0.685427, -3.937479, 1.059519], [3.373644, 3.831814, -0.800543], [-1.795734, 5.740740, 1.169868], [-1.496821, -1.788150, -1.889646], [-2.612525, -0.349143, 1.016540], [5.524558, -3.587660, -1.930687], [4.673701, -1.476174, -1.913582], [0.792236, -3.215144, -3.038600], [4.034579, 0.522877, -2.857736], [2.615526, -0.962861, 3.264843], [-2.246451, 3.421059, -0.986117]], "forces_ev_per_a": [[0.07, 0.12, 0.15], [-0.06, -0.71, -0.02], [0.04, -0.06, -0.27], [-0.29, -0.44, 0.10], [-0.53, 0.83, 0.12], [0.36, -0.05, 0.65], [0.09, 0.20, -1.22], [0.21, 0.13, -0.29], [-0.08, 0.05, -0.30], [0.06, -0.09, -0.12], [-0.66, 0.92, -0.41], [0.08, 0.15, -0.07], [0.03, -0.09, -0.12], [-0.01, -0.11, 0.05], [0.63, 0.05, 0.90], [0.90, -0.03, 0.47], [-0.01, -0.03, -0.02], [-0.24, 0.37, 0.09], [0.20, 0.04, 0.03], [-0.15, -0.39, 0.94], [0.07, 0.08, 0.05], [-0.21, 0.45, 0.55], [-0.16, 0.15, 0.30], [0.18, -0.16, -0.06], [0.06, 0.16, 0.02], [0.09, 0.00, -0.04], [0.23, 0.55, -0.23], [-0.05, -0.89, 0.59], [0.02, 0.15, -0.02], [0.10, -0.33, -0.10], [-0.13, -0.04, 0.05], [-0.28, 0.16, 0.32], [-0.15, 0.29, 0.29], [-0.06, 0.15, 0.12], [0.30, -0.26, -0.08], [-0.81, 0.59, -0.07], [-0.18, -0.55, -0.09], [0.35, -0.10, -0.18], [-0.58, -0.21, 0.21], [0.42, 0.04, -0.40], [0.51, -1.69, 0.41], [0.15, -0.20, 0.24], [-0.42, -0.03, 0.51], [0.18, 0.07, -0.15], [-0.44, -0.32, 0.06], [-0.21, -0.31, 0.08], [0.16, 0.32, -0.01], [-0.09, 0.05, -0.06], [-0.47, 0.97, -0.52], [-0.11, -0.03, -0.16], [-0.39, 0.12, 0.35], [0.03, 0.47, -0.82], [0.13, -0.35, 0.09], [-0.12, -0.05, 0.18], [-0.35, 0.72, 0.79], [-0.44, 0.09, 0.08], [0.33, -0.30, 0.28], [-0.13, 0.17, 0.01], [0.09, 0.13, -0.08], [-0.11, -0.05, -0.08], [-0.03, -0.03, 0.25], [0.63, 0.31, -0.18], [0.57, 0.43, -0.48], [-0.45, -0.08, 0.44], [0.10, 0.37, -0.45], [0.21, 0.02, 0.31], [0.58, 0.59, 0.05], [-0.67, -0.14, 0.46], [0.14, -0.07, -0.07], [0.12, -0.03, 0.04], [-0.17, -0.39, -0.55], [-0.17, 0.63, -0.03], [0.29, 0.22, -0.13], [-0.18, 0.06, -0.19], [-0.06, -0.26, 0.06], [-0.20, 0.10, -0.21], [0.18, -0.06, -0.31], [-0.02, -0.14, 0.10], [0.00, -0.05, -0.06], [-0.02, 0.99, 0.31], [0.11, 0.21, 0.20], [0.04, -0.16, -0.11], [-0.21, 0.30, 0.34], [-0.50, 0.14, -0.06], [-0.27, 0.02, -0.01], [-0.27, -0.19, -0.44], [0.19, 0.04, -0.38], [-0.36, 0.03, -0.26], [0.05, -0.49, 0.33], [0.12, -0.86, -0.48], [0.93, -1.06, -0.19], [-0.08, -0.07, -0.11], [-0.36, -0.76, 0.70], [0.10, 0.05, -0.05], [0.17, -0.14, -0.22], [-0.05, 0.69, -0.45], [-0.47, 0.00, 0.00], [-0.04, -0.40, 0.01], [0.06, 1.11, -0.56], [0.51, 0.08, -0.03], [-0.10, 0.17, 0.09], [0.12, -0.03, -0.64], [0.19, 0.40, -0.11], [-0.09, 0.16, 0.00], [-0.02, -0.19, 0.05], [-0.12, -0.70, -0.28], [0.41, -0.31, 0.51], [-0.17, -0.32, 0.00], [0.44, -0.33, -0.01], [-0.02, -0.64, -0.37], [0.01, 0.34, 0.20], [0.43, -0.44, -0.09], [0.23, -0.02, 0.02]], "multiplicity": 4, "fmax_ev_per_a": 1.81, "charge": -2, "e_above_lowest_ev": 0.000}